(1)
Entry from the Open Molecules 2025 dataset: a cluster of 8 separate species, C54H122N6O2 in total (wB97M-V/def2-TZVPD).

```
184
C54H122N6O2 (wB97M-V/def2-TZVPD)
C -0.684 2.785 0.049
C -0.596 1.298 0.223
C -2.003 0.677 0.533
O 0.003 0.706 -0.899
H 0.328 3.190 0.044
H -1.271 3.228 0.854
H -1.164 3.121 -0.870
H -0.011 1.111 1.123
H -2.315 0.919 1.549
H -2.062 -0.410 0.574
H -2.796 0.974 -0.154
C -5.406 -0.438 -0.950
C -6.621 -1.161 -1.687
C -7.133 -0.231 -2.851
O -6.136 -2.404 -2.192
H -4.895 -1.016 -0.180
H -5.764 0.503 -0.532
H -4.666 -0.261 -1.730
H -7.530 -1.319 -1.107
H -8.075 -0.496 -3.329
H -6.409 -0.066 -3.649
H -7.296 0.767 -2.444
C 2.909 5.472 1.482
C 3.480 4.253 0.793
C 4.839 3.954 1.425
N 5.639 2.818 0.836
C 4.814 1.523 0.768
C 6.979 2.483 1.556
C 7.807 1.713 0.495
C 7.616 2.591 -0.715
C 6.216 3.165 -0.549
H 1.979 5.502 0.915
H 3.530 6.335 1.240
H 2.590 5.507 2.523
H 3.711 4.346 -0.268
H 2.832 3.379 0.860
H 4.530 3.584 2.403
H 5.478 4.797 1.686
H 4.610 1.304 1.816
H 5.513 0.827 0.304
H 3.938 1.569 0.121
H 6.740 1.932 2.465
H 7.466 3.411 1.854
H 7.508 0.698 0.236
H 8.874 1.622 0.699
H 7.637 1.983 -1.619
H 8.370 3.372 -0.813
H 5.541 2.806 -1.324
H 6.334 4.249 -0.581
C 2.843 -3.887 -3.969
C 2.426 -2.956 -2.793
C 2.803 -3.632 -1.421
N 2.356 -2.828 -0.170
C 2.951 -1.385 -0.179
C 2.772 -3.446 1.220
C 1.692 -3.052 2.153
C 0.614 -2.383 1.356
C 0.803 -2.780 -0.059
H 3.151 -3.325 -4.850
H 2.099 -4.627 -4.264
H 3.696 -4.519 -3.722
H 1.393 -2.612 -2.851
H 3.105 -2.107 -2.866
H 3.860 -3.797 -1.214
H 2.368 -4.628 -1.334
H 4.013 -1.516 -0.386
H 2.713 -0.871 0.752
H 2.419 -0.906 -1.001
H 3.741 -3.120 1.596
H 2.986 -4.497 1.023
H 2.006 -2.364 2.938
H 1.289 -3.872 2.748
H 0.575 -1.297 1.429
H -0.321 -2.719 1.805
H 0.541 -2.112 -0.878
H 0.553 -3.828 -0.225
C -0.377 -0.442 4.211
C 0.434 0.874 4.365
C 1.305 0.938 5.584
N 1.753 2.342 5.955
C 2.676 2.909 4.757
C 2.701 2.341 7.178
C 2.551 3.688 7.912
C 1.136 4.111 7.461
C 0.615 3.120 6.442
H -0.722 -0.444 3.177
H -1.201 -0.701 4.876
H 0.311 -1.287 4.246
H -0.236 1.733 4.330
H 1.124 0.890 3.521
H 2.172 0.283 5.505
H 0.706 0.549 6.408
H 3.367 3.655 5.151
H 2.006 3.263 3.973
H 3.286 2.079 4.402
H 3.746 2.256 6.882
H 2.454 1.511 7.839
H 3.419 4.323 7.737
H 2.562 3.564 8.995
H 1.096 5.176 7.234
H 0.436 4.085 8.296
H -0.014 3.505 5.640
H -0.111 2.461 6.919
C -6.162 -3.990 6.427
C -6.062 -4.139 4.942
C -5.084 -3.201 4.308
N -4.885 -3.355 2.738
C -6.041 -2.486 2.132
C -4.952 -4.706 2.081
C -4.247 -4.525 0.680
C -3.040 -3.644 1.025
C -3.566 -2.721 2.162
H -6.469 -2.953 6.563
H -5.262 -4.124 7.027
H -6.967 -4.630 6.786
H -7.049 -3.876 4.563
H -5.918 -5.179 4.650
H -4.082 -3.350 4.710
H -5.091 -2.126 4.492
H -5.789 -1.520 2.568
H -6.935 -2.867 2.625
H -6.038 -2.547 1.043
H -5.948 -5.146 2.028
H -4.328 -5.267 2.776
H -4.780 -3.934 -0.065
H -3.895 -5.442 0.208
H -2.636 -3.147 0.143
H -2.183 -4.281 1.240
H -3.751 -1.698 1.835
H -2.726 -2.706 2.857
C -0.868 5.088 -3.370
C 0.497 4.471 -3.742
C 0.381 2.902 -3.750
N 1.721 2.202 -4.017
C 2.775 2.168 -2.819
C 2.376 2.671 -5.328
C 2.972 1.313 -5.903
C 2.510 0.127 -5.023
C 1.279 0.774 -4.365
H -0.983 6.171 -3.350
H -1.291 4.685 -2.450
H -1.612 4.830 -4.124
H 1.252 4.894 -3.080
H 0.796 4.707 -4.764
H -0.331 2.599 -4.518
H -0.087 2.457 -2.871
H 2.723 3.188 -2.437
H 3.676 1.689 -3.203
H 2.512 1.548 -1.962
H 3.203 3.361 -5.162
H 1.668 3.124 -6.022
H 4.060 1.304 -5.964
H 2.629 1.161 -6.927
H 3.185 -0.289 -4.275
H 2.266 -0.789 -5.561
H 0.896 0.396 -3.417
H 0.489 0.740 -5.114
C -3.501 1.703 -3.881
C -2.791 0.420 -3.779
C -3.489 -0.807 -4.369
N -2.526 -2.007 -4.143
C -2.545 -2.408 -2.583
C -1.076 -1.944 -4.710
C -0.640 -3.452 -4.915
C -1.961 -4.156 -5.164
C -3.134 -3.190 -4.954
H -3.861 1.894 -4.892
H -2.985 2.565 -3.459
H -4.417 1.676 -3.291
H -2.369 0.362 -2.776
H -1.993 0.664 -4.481
H -3.591 -0.723 -5.451
H -4.457 -1.056 -3.935
H -2.020 -1.672 -1.975
H -2.043 -3.374 -2.518
H -3.555 -2.613 -2.228
H -0.495 -1.450 -3.930
H -1.028 -1.351 -5.623
H -0.101 -3.873 -4.067
H 0.033 -3.602 -5.759
H -2.239 -5.026 -4.569
H -2.120 -4.523 -6.178
H -3.946 -3.592 -4.347
H -3.577 -2.791 -5.866
```

Output
**Gap between HOMO and LUMO**: 3.62 eV
**Net charge**: +4
**Maximum force**: 3.23 eV/A
**HOMO level**: -0.439 Eh
**ΔE to the lowest compared entry with this formula, charge and spin**: 74.0 kJ/mol


(2)
Entry from the Open Molecules 2025 dataset: the molecule C17H24N2O3 (wB97M-V/def2-TZVPD).

```
46
C17H24N2O3 (wB97M-V/def2-TZVPD)
C -6.278 -1.843 -0.291
C -5.188 -0.785 -0.362
O -3.941 -1.454 -0.366
C -2.803 -0.731 -0.464
C -1.610 -1.463 -0.495
C -0.404 -0.820 -0.613
C -0.326 0.574 -0.695
C 0.939 1.243 -0.900
N 2.048 0.657 -0.675
N 3.192 1.301 -0.937
C 4.449 0.808 -0.713
O 5.405 1.486 -1.027
C 4.568 -0.548 -0.062
C 3.915 -1.687 -0.863
C 3.538 -2.706 0.208
C 3.001 -1.831 1.337
C 3.920 -0.604 1.342
C -1.521 1.306 -0.631
O -1.520 2.683 -0.699
C -1.082 3.348 0.476
C -2.093 3.252 1.613
C -2.743 0.657 -0.523
H -7.255 -1.368 -0.282
H -6.161 -2.437 0.610
H -6.210 -2.503 -1.152
H -5.252 -0.115 0.507
H -5.297 -0.187 -1.276
H -1.669 -2.539 -0.440
H 0.513 -1.384 -0.668
H 0.901 2.268 -1.287
H 3.157 2.239 -1.351
H 5.641 -0.740 0.023
H 3.015 -1.328 -1.360
H 4.593 -2.092 -1.614
H 4.427 -3.245 0.540
H 2.806 -3.431 -0.146
H 1.981 -1.523 1.109
H 3.000 -2.344 2.298
H 4.697 -0.704 2.099
H 3.359 0.303 1.561
H -0.948 4.389 0.173
H -0.115 2.944 0.808
H -3.054 3.648 1.295
H -2.223 2.215 1.916
H -1.739 3.825 2.466
H -3.632 1.267 -0.491
```

Output
**Gap between HOMO and LUMO**: 8.62 eV
**Net charge**: 0
**Maximum force**: 1.36 eV/A
**HOMO level**: -0.297 Eh
**ΔE to the lowest compared entry with this formula, charge and spin**: 277.3 kJ/mol
**Structure (SMILES)**: CCOc1ccc(/C=N/NC(=O)C2CCCC2)c(OCC)c1


(3)
Entry from the Open Molecules 2025 dataset: a cluster of 4 separate species, C5H18NO3 in total (wB97M-V/def2-TZVPD).

```
27
C5H18NO3 (wB97M-V/def2-TZVPD)
C 1.393 -1.493 -1.074
C 0.947 -0.243 -0.337
C 0.125 -0.467 0.999
C 0.629 -1.579 1.789
C 1.311 -1.259 2.910
N 0.090 0.700 -1.301
H 1.706 -2.311 -0.365
H 0.693 -1.927 -1.811
H 2.357 -1.320 -1.582
H 1.745 0.453 -0.085
H -0.959 -0.650 0.784
H 0.117 0.554 1.546
H 0.389 -2.633 1.496
H 1.658 -1.910 3.767
H 1.756 -0.255 2.944
H -0.563 1.269 -0.722
H -0.342 0.236 -2.100
H 0.713 1.359 -1.843
H -2.441 -0.930 -3.354
H -2.654 -1.718 -2.073
O -1.982 -1.224 -2.578
H -2.784 1.037 2.152
H -1.464 1.487 2.398
O -2.077 1.252 1.599
H 0.121 3.833 -1.675
H 0.730 3.477 -0.106
O 0.579 3.134 -1.019
```

Output
**Gap between HOMO and LUMO**: 9.76 eV
**Net charge**: +1
**Maximum force**: 4.01 eV/A
**HOMO level**: -0.466 Eh
**ΔE to the lowest compared entry with this formula, charge and spin**: 207.1 kJ/mol


(4)
Entry from the Open Molecules 2025 dataset: a structure of composition C12H29AlNO6S3 (wB97M-V/def2-TZVPD).

```
52
C12H29AlNO6S3 (wB97M-V/def2-TZVPD)
O 7.868 1.754 4.310
C 7.631 2.853 3.540
N 6.968 3.742 2.704
Al 6.457 2.756 1.086
C 4.442 2.980 0.629
C 3.777 3.967 1.802
C 2.193 4.316 1.534
C 1.155 3.567 2.592
O -0.217 3.839 2.058
C -0.774 2.642 1.406
O -0.031 1.877 0.597
H 6.767 1.184 1.283
H 7.422 3.318 -0.067
H 4.423 3.569 -0.400
H 3.880 1.949 0.534
H 3.994 3.515 2.879
H 4.363 5.001 1.689
H 2.044 5.485 1.699
H 1.896 4.111 0.406
H 1.164 4.086 3.667
H 1.377 2.427 2.740
H -1.934 2.437 1.597
C -1.446 2.451 -2.158
S -1.333 1.345 -3.585
O -0.682 2.111 -4.699
C -3.110 1.299 -3.924
H -0.435 2.654 -1.796
H -1.921 3.391 -2.449
H -2.023 1.968 -1.366
H -3.482 2.310 -4.107
H -3.632 0.854 -3.074
H -3.278 0.686 -4.813
C -4.201 -2.646 0.561
S -3.630 -1.104 -0.194
O -4.443 -0.881 -1.434
C -2.015 -1.737 -0.710
H -5.220 -2.497 0.925
H -4.195 -3.449 -0.180
H -3.551 -2.904 1.400
H -2.145 -2.596 -1.372
H -1.438 -2.025 0.171
H -1.486 -0.945 -1.244
C -1.899 -6.102 -1.450
S -2.943 -6.453 -0.016
O -2.476 -5.575 1.107
C -2.292 -8.114 0.286
H -2.108 -5.085 -1.792
H -0.845 -6.180 -1.174
H -2.130 -6.807 -2.252
H -1.214 -8.068 0.455
H -2.510 -8.753 -0.573
H -2.781 -8.523 1.173
```

Output
**Gap between HOMO and LUMO**: 6.53 eV
**Net charge**: -1
**Maximum force**: 10.20 eV/A
**HOMO level**: -0.183 Eh